Computed, not measured: C22H26N2NaO7 as an isolated structure in a non-equilibrium geometry, with the ωB97M-V functional and the def2-TZVPD basis.

```
58
Properties=species:S:1:pos:R:3:forces:R:3:nbo_charge:R:1
Na -0.808 -0.841 0.120 0.278 0.066 1.026 0.870
C -0.897 -1.692 3.472 0.072 0.098 -0.146 -0.073
C 0.558 -2.186 3.273 -0.026 0.068 -0.143 -0.079
O 1.066 -1.694 2.060 0.004 -0.232 -0.019 -0.535
C 2.337 -2.232 1.757 -0.164 0.083 0.015 -0.088
C 2.776 -1.758 0.375 -0.089 0.212 -0.015 -0.080
O 2.296 -0.473 0.041 0.103 -0.139 0.018 -0.519
C 2.645 0.575 0.912 0.029 -0.217 0.011 -0.088
C 1.607 1.654 0.734 -0.255 -0.017 -0.041 -0.076
O 0.309 1.202 1.073 -0.004 0.041 0.398 -0.539
C 0.032 1.162 2.466 0.152 -0.064 -0.284 -0.094
C -1.331 0.540 2.652 -0.138 -0.166 -0.025 -0.101
O -1.375 -0.876 2.429 -0.034 0.411 0.240 -0.532
H -0.981 -1.162 4.424 -0.003 0.035 0.098 0.159
H -1.558 -2.556 3.515 -0.044 -0.050 -0.024 0.186
H 0.575 -3.281 3.267 -0.004 -0.069 -0.010 0.169
H 1.193 -1.857 4.106 0.074 0.053 0.077 0.150
H 2.303 -3.327 1.746 -0.018 -0.047 0.026 0.182
H 3.051 -1.935 2.536 0.058 0.059 0.102 0.148
H 2.383 -2.424 -0.387 -0.056 0.038 -0.053 0.234
H 3.873 -1.798 0.335 0.083 0.017 -0.031 0.153
H 3.634 0.981 0.668 0.135 0.016 -0.036 0.162
H 2.670 0.237 1.953 0.003 0.007 0.005 0.163
H 1.557 1.930 -0.320 -0.042 0.010 0.001 0.218
H 1.876 2.540 1.321 -0.004 0.053 0.035 0.160
H 0.007 2.179 2.874 0.008 0.143 -0.007 0.169
H 0.799 0.597 3.006 0.018 -0.005 0.009 0.168
H -1.997 0.956 1.896 -0.028 -0.011 0.006 0.259
H -1.721 0.789 3.646 0.069 -0.164 0.078 0.159
O -1.335 3.553 -2.906 0.001 -0.346 -0.240 -0.728
C -2.156 3.789 -1.881 -0.205 -0.036 0.198 0.430
C -2.661 5.085 -1.736 -0.023 0.008 0.042 -0.321
C -3.532 5.392 -0.706 -0.051 -0.045 0.105 -0.200
C -3.925 4.412 0.204 0.065 -0.024 -0.079 -0.290
C -3.424 3.124 0.060 -0.008 0.084 0.003 -0.161
C -2.537 2.786 -0.958 0.127 0.031 -0.113 -0.227
C -2.001 1.376 -1.013 -0.129 -0.067 -0.177 0.604
O -2.394 0.533 -0.159 -0.393 0.946 -0.374 -0.790
N -1.133 1.164 -2.011 -0.207 0.037 -0.057 -0.537
N -0.597 -0.105 -1.939 -0.166 0.320 -0.129 -0.310
C 0.010 -0.597 -2.938 0.131 -0.364 0.127 0.076
C 0.608 -1.942 -2.883 -0.089 0.237 0.021 -0.217
C 1.431 -2.323 -3.943 -0.011 0.021 -0.019 -0.164
C 2.066 -3.553 -4.009 -0.077 -0.126 0.212 -0.341
C 1.848 -4.455 -2.958 -0.061 0.181 -0.037 -0.220
C 1.030 -4.123 -1.894 0.026 0.094 -0.125 -0.305
C 0.368 -2.854 -1.782 -0.144 -0.035 0.060 0.392
O -0.359 -2.581 -0.767 0.701 -1.306 -0.831 -0.815
H -1.155 2.548 -2.883 0.250 0.212 0.248 0.501
H -2.356 5.836 -2.457 -0.008 -0.065 0.040 0.206
H -3.913 6.404 -0.615 0.014 -0.040 0.006 0.194
H -4.612 4.649 1.009 0.036 -0.016 -0.056 0.196
H -3.715 2.332 0.741 0.023 0.027 -0.035 0.224
H 0.107 -0.030 -3.868 0.034 0.055 -0.133 0.143
H 1.579 -1.607 -4.749 -0.010 -0.017 0.032 0.188
H 2.703 -3.808 -4.847 -0.021 -0.004 0.034 0.191
H 2.324 -5.431 -2.980 -0.009 0.002 0.011 0.187
H 0.851 -4.826 -1.084 0.024 0.010 -0.047 0.190
```
Forces are in eV/Å.

## Properties
E = -44966.450 eV
Molar mass = 453.447 g/mol
HOMO = -3.51 eV
Orbital gap = 0.203 Eh
Total charge = -1

---

Computed, not measured: the molecule C5H9N3 in a non-equilibrium geometry, with the ωB97M-V functional and the def2-TZVPD basis.

```
17
Properties=species:S:1:pos:R:3:forces:R:3:nbo_charge:R:1
H 1.910 0.440 2.362 0.005 0.277 -0.274 0.345
N 1.805 -0.146 1.536 -0.487 -0.546 0.398 -0.691
C 0.702 0.047 0.920 -0.535 1.291 -0.718 0.242
C -0.191 1.273 1.089 0.543 -0.380 2.738 -0.242
C -1.426 1.224 1.593 0.218 0.195 -0.804 -0.383
C 0.362 -0.690 -0.266 -0.159 0.716 -0.828 -0.005
N 1.273 -1.658 -0.719 -0.266 0.270 -0.193 -0.839
C -0.549 -0.076 -1.096 -0.298 -2.071 -0.913 0.013
N -0.668 -0.477 -2.420 0.201 -0.044 0.234 -0.807
H 0.381 2.191 1.192 -0.055 0.118 -0.163 0.208
H -2.039 0.344 1.472 0.066 -0.349 0.454 0.192
H -1.922 2.097 1.987 -0.045 0.216 -0.155 0.200
H 0.831 -2.521 -1.009 0.135 0.014 0.096 0.375
H 1.999 -1.785 -0.023 -0.048 -0.162 -0.084 0.406
H -1.448 0.427 -0.775 0.637 0.534 0.305 0.216
H -1.214 0.123 -3.018 0.126 -0.074 0.035 0.382
H 0.195 -0.813 -2.825 -0.039 -0.004 -0.129 0.388
```
Forces are in eV/Å.

## Properties
E = -9799.453 eV
Energy above the lowest of the compared OMol25 structures with the same formula, charge and spin = 46.4 kcal/mol
SMILES = [H]/N=C(C=C)/C(N)=C/N
Molar mass = 111.148 g/mol
HOMO = -7.47 eV
Orbital gap = 0.308 Eh

---

Computed, not measured: C24H33O6W as an isolated structure in a non-equilibrium geometry, with the ωB97M-V functional and the def2-TZVPD basis.

```
64
Properties=species:S:1:pos:R:3:forces:R:3:nbo_charge:R:1
C -0.149 -0.212 -6.325 0.200 -0.163 -1.075 -0.270
C -0.640 -1.202 -5.231 -0.367 0.296 -0.397 -0.410
C -0.312 1.228 -5.763 -0.156 -0.267 0.120 -0.383
C -1.405 1.082 -4.690 0.100 -1.391 -0.363 -0.271
H -0.592 1.921 -6.566 0.189 -0.130 0.293 0.243
H 0.641 1.536 -5.302 -0.354 0.014 -0.168 0.212
C -1.063 -0.332 -4.048 0.435 0.517 -0.300 -0.205
H 0.159 -1.909 -4.977 -0.278 0.119 0.039 0.235
H -1.519 -1.746 -5.601 0.260 -0.089 -0.062 0.211
C 0.110 -0.227 -3.079 -0.825 0.000 1.521 -0.058
H -1.953 -0.733 -3.529 0.598 0.144 -0.064 0.224
H -2.358 0.907 -5.215 0.122 0.156 -0.067 0.206
C -1.576 2.199 -3.759 0.010 -0.079 -0.081 0.131
C 1.343 -0.359 -6.649 -0.430 -0.515 0.112 0.829
C -1.046 -0.378 -7.607 1.564 -0.009 0.911 0.837
O -1.805 0.482 -7.933 -0.507 -0.262 -0.512 -0.571
O 2.148 -0.920 -5.949 -0.032 0.253 -0.246 -0.602
O 1.661 0.242 -7.815 0.160 0.052 0.232 -0.526
O -0.938 -1.527 -8.328 -0.064 -0.091 0.160 -0.531
C 0.048 -2.573 -8.083 -0.396 0.778 0.078 -0.262
H 0.142 -2.818 -7.010 -0.021 0.129 -0.553 0.204
H 1.009 -2.247 -8.509 -0.264 -0.242 0.235 0.187
H -0.345 -3.426 -8.643 0.203 0.119 0.206 0.203
C 3.065 0.258 -8.134 -0.258 -0.007 0.026 -0.260
H 3.629 0.789 -7.360 -0.117 -0.165 -0.153 0.198
H 3.117 0.785 -9.085 0.116 -0.057 0.077 0.194
H 3.438 -0.766 -8.232 0.006 0.196 0.052 0.189
O -0.422 0.259 -1.870 0.333 0.483 -1.324 -0.789
H 0.909 0.465 -3.419 -0.183 -0.357 -0.195 0.157
H 0.576 -1.227 -2.935 -0.173 0.341 -0.103 0.163
C -2.950 2.547 -3.356 -0.247 0.151 0.221 -0.656
C -0.442 3.054 -3.373 0.364 0.397 0.229 -0.664
H -0.023 3.593 -4.240 0.014 0.010 0.072 0.191
H 0.387 2.499 -2.906 -0.237 0.048 -0.068 0.231
H -0.770 3.805 -2.650 0.111 -0.018 -0.016 0.214
H -2.973 2.918 -2.328 -0.109 -0.039 -0.005 0.220
H -3.627 1.689 -3.442 0.070 0.150 0.066 0.209
H -3.348 3.349 -4.001 -0.146 0.004 0.055 0.195
W 0.090 -0.110 -0.029 1.695 -1.958 1.019 1.145
C -1.746 -0.958 1.696 -0.788 -0.703 -2.618 -0.200
C -2.267 -0.822 0.349 0.046 -0.383 0.808 -0.376
C -1.543 -1.740 -0.493 -0.007 -0.423 0.662 -0.346
H -3.118 -0.176 0.063 0.673 -0.603 0.172 0.231
C -0.502 -2.354 0.302 -1.043 0.178 -0.013 -0.326
C -0.664 -1.878 1.659 -0.960 -0.525 -1.812 -0.277
H 0.069 -2.105 2.406 -0.032 0.090 0.443 0.220
H -2.052 -0.263 2.437 -0.180 -0.129 0.634 0.234
H -1.845 -2.063 -1.496 0.507 0.508 0.377 0.221
H 0.221 -3.124 -0.035 -0.668 0.635 0.226 0.217
C 1.954 1.377 0.556 0.009 -0.021 0.692 -0.387
C 2.039 0.248 1.438 0.803 -0.079 -1.100 -0.138
C 2.140 -0.958 0.651 0.311 1.610 0.257 -0.363
H 2.045 0.296 2.514 0.200 -0.047 -0.251 0.236
C 2.218 -0.556 -0.733 -0.107 0.594 -0.350 -0.373
C 2.115 0.896 -0.779 -0.203 -1.234 0.231 -0.294
H 2.239 1.521 -1.664 -0.356 -0.307 0.219 0.224
H 1.815 2.416 0.877 0.205 -0.610 -0.205 0.239
H 2.194 -1.981 1.033 -0.009 0.532 -0.185 0.226
H 2.426 -1.222 -1.573 -0.100 0.308 0.340 0.225
C 0.022 0.052 3.587 0.359 1.729 -1.171 -0.258
O -0.022 0.357 2.249 -0.056 1.074 0.270 -0.933
H 0.897 -0.561 3.899 -0.002 0.045 0.201 0.114
H -0.894 -0.422 3.959 -0.101 -0.205 0.348 0.135
H 0.099 1.105 3.904 0.115 -0.554 1.852 0.182
```
Forces are in eV/Å.

## Properties
E = -39528.298 eV
Energy above the lowest of the compared OMol25 structures with the same formula, charge and spin = 15.5 kcal/mol
Molar mass = 601.362 g/mol
HOMO (spin up / spin down) = -1.78 / -1.82 eV
Orbital gap (spin up / spin down) = 0.150 / 0.151 Eh
Total charge = -1
Spin multiplicity = 3

---

Computed, not measured: a 2-piece molecular cluster, C5H5F6NO overall in a non-equilibrium geometry, with the ωB97M-V functional and the def2-TZVPD basis.

```
18
Properties=species:S:1:pos:R:3:forces:R:3:nbo_charge:R:1
C 1.709 -0.081 1.442 -0.641 -0.805 3.208 -0.559
C 1.122 0.421 0.458 -2.493 2.363 -1.179 0.708
C -0.417 0.284 -1.214 -3.612 0.943 -0.726 -0.365
C -3.564 0.168 0.835 0.391 -1.059 0.846 1.081
C -1.778 -1.148 1.560 -0.027 -1.931 1.667 1.068
N -2.291 -0.343 0.667 -1.148 0.932 -0.562 -0.873
O 0.386 1.067 -0.301 1.844 -0.891 1.881 -0.327
F -4.581 -0.578 0.313 0.242 -0.130 -0.447 -0.351
F -3.891 0.274 2.133 -0.356 0.451 0.884 -0.344
F -3.720 1.387 0.299 0.288 0.376 -0.466 -0.339
F -1.157 -0.612 2.712 -0.285 0.981 0.260 -0.411
F -2.577 -2.129 2.123 -0.169 0.534 -0.266 -0.359
F -0.714 -1.865 1.102 0.614 -0.280 -1.291 -0.377
H 2.623 -0.642 1.470 0.330 0.126 -0.038 0.298
H 1.015 -0.038 2.428 1.274 -0.271 -2.259 0.381
H 0.092 -0.609 -1.328 1.129 -1.363 -1.719 0.208
H -0.836 1.031 -1.895 1.310 -0.592 -0.928 0.235
H -1.425 -0.077 -0.817 1.309 0.617 1.136 0.328
```
Forces are in eV/Å.

## Properties
E = -25103.801 eV
Energy above the lowest of the compared OMol25 structures with the same formula, charge and spin = 111.1 kcal/mol
Molar mass = 209.089 g/mol
HOMO = -9.38 eV
Orbital gap = 0.267 Eh

---

Computed, not measured: a 2-piece molecular cluster, C2H2N2O overall in a non-equilibrium geometry, with the ωB97M-V functional and the def2-TZVPD basis.

```
7
Properties=species:S:1:pos:R:3:forces:R:3:nbo_charge:R:1
N -2.454 -0.986 -1.026 -1.774 1.793 0.153 -0.413
C -3.093 -0.262 -0.358 1.639 -4.135 -1.604 0.534
O -3.549 0.236 0.730 -7.189 -3.450 -2.142 -0.624
H -2.869 0.723 0.923 6.349 5.219 3.145 0.495
C 0.024 1.074 0.850 -1.151 -1.627 0.318 0.146
N -1.044 0.674 0.713 0.858 1.511 0.141 -0.374
H 0.994 0.921 1.209 1.268 0.690 -0.010 0.236
```
Forces are in eV/Å.

## Properties
E = -7130.967 eV
Energy above the lowest of the compared OMol25 structures with the same formula, charge and spin = 66.3 kcal/mol
SMILES = N#CO.C#N
Molar mass = 70.051 g/mol
HOMO = -10.58 eV
Orbital gap = 0.406 Eh